Formula: C5H12
Source: OMol25
Level of theory: ωB97M-V with the def2-TZVPD basis set

Geometry as XYZ:
```
17
Properties=species:S:1:pos:R:3:forces:R:3:lowdin_charge:R:1
C 3.522990 -1.074959 -2.969640 0.849 -0.952 0.372 -0.0894
C 2.456883 -0.333954 -2.771515 -0.099 1.362 -0.117 -0.0849
H 3.643630 -2.138046 -2.783873 -0.678 -0.085 -0.146 0.0437
H 4.483141 -0.652191 -3.241782 -0.166 0.430 -0.050 0.0440
H 1.438147 -0.570080 -2.501058 0.163 -0.759 0.126 0.0429
H 2.592046 0.739036 -2.883966 -0.073 0.005 -0.180 0.0439
C -0.810422 0.872903 1.122729 0.006 0.923 -0.177 -0.1232
C -1.830831 0.778464 2.256720 -0.703 -0.615 0.329 -0.3148
C -2.879699 -0.317667 1.985505 -0.381 0.814 0.414 -0.1359
H 0.227022 0.622342 1.341992 -0.137 -0.255 0.403 0.0649
H -0.772846 1.912945 0.790093 0.054 -0.067 -0.242 0.0641
H -1.115947 0.269068 0.273159 -0.058 -0.067 -0.124 0.0606
H -2.375986 1.708345 2.442886 0.231 0.134 -0.363 0.0940
H -1.376766 0.561189 3.219643 0.327 -0.110 0.063 0.0905
H -3.488756 -0.089107 1.113619 0.450 -0.122 -0.602 0.0645
H -2.373901 -1.273959 1.899807 -0.317 -0.268 -0.064 0.0690
H -3.671924 -0.316820 2.745693 0.533 -0.370 0.357 0.0661
```
Positions in Å, forces in eV/Å.

relative energy (zero: lowest compared OMol25 entry of this formula, charge and spin): 38.4 kcal/mol
calculated total energy: -197.64789 Ha
SMILES: C=C.CCC
gap between HOMO and LUMO: 11.3713 eV
HOMO energy: -10.27 eV

Formula: C5H12
Source: OMol25
Level of theory: ωB97M-V with the def2-TZVPD basis set

Geometry as XYZ:
```
17
Properties=species:S:1:pos:R:3:forces:R:3:lowdin_charge:R:1
C -1.704898 0.489938 -3.455951 0.730 1.274 0.848 -0.0258
C -2.436225 1.567451 -3.157598 -0.054 -0.533 0.153 -0.2561
C -2.413867 2.973649 -3.711620 -1.140 -0.675 1.033 -0.1101
H -1.911368 -0.448379 -2.965071 0.065 -0.105 0.030 0.0420
H -0.703396 0.649767 -3.852834 -0.369 -0.419 -0.868 0.0545
H -3.154479 1.431272 -2.347414 -0.494 -0.102 -0.557 0.0865
H -3.191552 3.043719 -4.482025 0.644 -0.093 -0.491 0.0758
H -1.439463 3.366247 -3.976771 -0.061 0.073 -0.245 0.0706
H -2.920408 3.545233 -2.930286 0.680 0.580 0.097 0.0625
C 3.132073 -2.805755 5.149890 -0.455 -1.099 -1.131 -0.1689
C 2.726193 -1.814483 4.050970 0.378 0.934 0.441 -0.1722
H 2.537516 -2.662597 6.042895 0.332 0.165 0.384 0.0568
H 2.911676 -3.827166 4.830177 -0.335 -0.059 -0.123 0.0547
H 4.202406 -2.910199 5.305377 0.082 0.783 0.456 0.0588
H 1.878183 -2.095324 3.430457 0.041 -0.364 0.080 0.0582
H 3.553749 -1.526703 3.402565 0.044 -0.366 -0.155 0.0570
H 2.444698 -0.864511 4.512219 -0.087 0.005 0.049 0.0554
```
Positions in Å, forces in eV/Å.

relative energy (zero: lowest compared OMol25 entry of this formula, charge and spin): 42.0 kcal/mol
calculated total energy: -197.64214 Ha
SMILES: C=CC.CC
gap between HOMO and LUMO: 10.7162 eV
HOMO energy: -9.45 eV

Formula: C5H12
Source: OMol25
Level of theory: ωB97M-V with the def2-TZVPD basis set

Geometry as XYZ:
```
17
Properties=species:S:1:pos:R:3:forces:R:3:lowdin_charge:R:1
C 0.379321 -0.506661 2.143824 -1.372 0.530 -1.215 -0.0965
C -0.413968 -1.161609 0.890398 2.070 -0.639 0.623 -0.2201
C 0.230645 -0.721315 -0.486240 -0.565 1.555 2.324 -0.2038
C 0.230479 0.839772 -0.680642 0.446 -1.062 0.007 -0.2750
C -0.554101 1.264769 -1.887776 -0.150 1.500 -1.080 -0.1415
H 0.464105 0.515623 1.778462 1.233 0.080 0.611 0.0303
H -0.012383 -0.391806 3.166746 -0.854 -0.496 -0.605 0.0625
H 1.273316 -1.113179 2.305549 0.346 0.674 -0.496 0.0643
H -0.009927 -2.177428 1.065998 -1.519 -0.218 -0.676 0.0850
H -1.494646 -1.050774 0.784915 0.099 -0.208 0.737 0.0944
H 1.281543 -0.953613 -0.363824 0.123 -0.748 -0.682 0.0923
H -0.306498 -1.176436 -1.318251 0.458 -0.356 0.077 0.0987
H -0.059522 1.373744 0.240312 0.015 -0.130 -0.533 0.0936
H 1.288945 1.049539 -0.880185 -0.264 0.523 0.168 0.1026
H -1.635110 1.304943 -1.810143 -0.282 -0.145 0.600 0.0648
H -0.267606 2.301374 -2.210300 -0.152 -0.845 0.191 0.0824
H -0.394600 0.603061 -2.738844 0.369 -0.015 -0.049 0.0659
```
Positions in Å, forces in eV/Å.

relative energy (zero: lowest compared OMol25 entry of this formula, charge and spin): 32.9 kcal/mol
calculated total energy: -197.65677 Ha
SMILES: CCCCC
gap between HOMO and LUMO: 11.5490 eV
HOMO energy: -10.33 eV

Formula: C5H12BN
Source: OMol25
Level of theory: ωB97M-V with the def2-TZVPD basis set

Geometry as XYZ:
```
19
Properties=species:S:1:pos:R:3:forces:R:3:lowdin_charge:R:1
B -0.069459 0.350120 -0.251162 -1.315 -1.407 3.209 -0.1893
C -0.549400 1.090795 -2.568032 -3.083 -0.784 -3.076 -0.0044
C 0.126812 1.063067 -1.502092 3.078 1.526 2.202 -0.1629
C -2.632216 0.821867 1.260411 0.925 -0.236 -0.325 0.0063
C 2.030372 -0.902469 -0.280039 0.874 0.532 2.104 -0.0708
C 0.674872 -1.235565 1.680455 -2.643 1.942 -1.633 -0.0424
N 0.840981 -0.435045 0.414730 0.562 -0.728 -0.006 -0.1533
H -0.382934 1.681188 -3.421388 0.564 0.723 -0.910 0.0533
H -1.417568 0.458543 -2.637327 -0.438 -0.128 -0.117 0.0682
H 1.020264 1.681085 -1.401315 0.095 0.340 -0.298 0.1127
H -3.295175 -0.033704 1.114135 0.427 0.116 0.183 -0.0345
H -2.888383 1.673679 0.660108 0.001 0.266 -0.257 -0.0535
H -2.319252 1.084396 2.274966 -0.076 -0.343 -0.330 -0.0357
H 2.123641 -0.722708 -1.316454 -0.202 0.257 -0.989 0.0793
H 2.915425 -0.568369 0.277003 0.104 0.654 -0.406 0.0990
H 2.076869 -1.914221 -0.004488 0.063 -1.953 -0.660 0.0584
H 0.425948 -2.276280 1.333946 0.066 0.895 0.841 0.1019
H 1.543398 -1.215560 2.343150 -0.119 0.212 -0.218 0.0819
H -0.224193 -0.600818 2.023395 1.117 -1.883 0.687 0.0856
```
Positions in Å, forces in eV/Å.

relative energy (zero: lowest compared OMol25 entry of this formula, charge and spin): 96.1 kcal/mol
calculated total energy: -277.13901 Ha
gap between HOMO and LUMO (spin up / spin down): 8.3963 / 7.3121 eV
HOMO energy (spin up / spin down): -7.92 / -6.79 eV

Formula: C5H12BN2O4
Source: OMol25
Level of theory: ωB97M-V with the def2-TZVPD basis set

Geometry as XYZ:
```
24
Properties=species:S:1:pos:R:3:forces:R:3:lowdin_charge:R:1
C -0.375267 0.228829 2.544812 0.205 -0.087 -0.234 -0.0535
C -0.547253 -1.005355 1.670434 -0.048 -0.169 0.382 -0.4221
O -1.638328 -0.838965 0.750007 0.065 -0.051 -0.093 -0.0436
C 0.727326 -1.367702 0.911562 -0.029 0.280 0.080 -0.2136
N 1.261114 -0.259639 0.149128 0.101 -0.392 -0.185 -0.0108
C 0.596807 -0.079165 -1.160892 -0.133 0.289 0.514 -0.1779
B -0.378583 1.154114 -1.199161 -0.167 -0.270 -0.022 -0.6076
N -1.464510 1.227941 -2.202137 0.191 0.170 -0.339 0.1332
O -0.201078 2.209533 -0.333013 0.478 -0.007 0.010 0.1305
C 1.630513 0.256453 -2.294233 -0.296 -0.254 -0.066 -0.7209
O 1.330417 -0.192128 -3.419434 -0.162 0.061 -0.287 -0.0652
O 2.597188 0.949891 -1.948362 0.503 0.084 0.155 -0.0363
H 0.458697 0.060836 3.232882 -0.096 0.026 0.075 0.0770
H -0.114098 1.083600 1.921410 -0.133 0.023 0.014 0.0649
H -1.286769 0.418884 3.116043 0.036 0.075 -0.002 0.0703
H -0.776874 -1.855629 2.331893 -0.013 -0.048 -0.131 0.1279
H -2.443727 -1.141040 1.176019 0.017 0.097 0.040 0.0820
H 1.465612 -1.645058 1.673493 -0.021 -0.014 -0.037 0.1163
H 0.519780 -2.269219 0.308395 -0.032 0.037 -0.038 0.1164
H 2.246030 -0.412997 -0.033777 0.021 0.203 0.015 0.1025
H 0.066928 -0.989631 -1.460309 0.102 -0.037 -0.038 0.1244
H -1.126279 0.796048 -3.062217 0.015 -0.105 0.069 0.0573
H -2.217769 0.620410 -1.890690 -0.072 0.144 0.056 0.0555
H -0.329878 3.049987 -0.781854 -0.531 -0.056 0.061 0.0932
```
Positions in Å, forces in eV/Å.

relative energy (zero: lowest compared OMol25 entry of this formula, charge and spin): 0.0 kcal/mol
calculated total energy: -633.18122 Ha
SMILES: C[C@@H](O)CN[C@@H](B(N)O)C(=O)[O-]
net charge: -1
gap between HOMO and LUMO: 6.9088 eV
HOMO energy: -3.91 eV

Formula: C5H12BN3
Source: OMol25
Level of theory: ωB97M-V with the def2-TZVPD basis set

Geometry as XYZ:
```
21
Properties=species:S:1:pos:R:3:forces:R:3:lowdin_charge:R:1
C 0.684301 2.680123 0.293850 -1.066 1.434 -0.238 -0.1182
N 0.086532 1.438472 -0.032051 1.432 -4.121 0.372 -0.1229
C -1.343997 1.328991 0.219377 0.103 1.074 -2.402 -0.0824
B 0.958116 0.159959 0.022064 -2.435 2.204 -0.264 -0.3797
C 2.515416 0.436548 -0.102427 -0.117 0.301 -0.210 -0.1022
N 3.590049 0.732539 -0.403530 -0.430 -0.275 0.335 0.1429
N 0.501370 -1.202701 0.145186 1.409 1.115 -0.715 -0.1026
C 1.525400 -2.065965 0.748395 -2.903 -0.819 1.771 -0.0663
C -0.515938 -1.885629 -0.594284 -0.089 0.542 -3.176 -0.1001
H 0.582793 2.903856 1.354360 0.032 0.106 0.298 0.0905
H 1.720398 2.739397 0.033883 0.484 0.015 -0.313 0.0626
H 0.094013 3.430869 -0.252442 0.560 0.342 0.154 0.0957
H -2.028374 1.331035 -0.646331 0.700 0.623 -0.487 0.0981
H -1.512913 0.397370 0.531319 -0.559 -3.950 1.626 0.0182
H -1.863999 1.924614 0.921696 0.440 1.397 1.067 0.0799
H 1.344811 -1.878433 1.791603 0.606 -0.290 0.922 0.0871
H 1.256280 -3.102448 0.635816 -0.138 -0.444 -0.400 0.0866
H 2.547853 -1.982303 0.587391 1.711 0.841 -1.110 0.0589
H -0.941162 -1.311564 -1.441320 0.186 0.669 0.751 0.1008
H -0.110974 -2.662003 -1.227779 0.903 -0.607 0.105 0.0830
H -1.370712 -2.374733 -0.213832 -0.829 -0.157 1.914 0.0699
```
Positions in Å, forces in eV/Å.

relative energy (zero: lowest compared OMol25 entry of this formula, charge and spin): 7.8 kcal/mol
calculated total energy: -386.82269 Ha
SMILES: CN(C)B(C#N)N(C)C
gap between HOMO and LUMO: 9.2691 eV
HOMO energy: -8.63 eV